{
  "formula": "C6H9N3O2",
  "method": "wB97M-V/def2-TZVPD",
  "e_above_lowest_kcal_mol": 36.3,
  "mol_weight_g_mol": 155.16,
  "e_tot_ev": -14932.61454,
  "smiles": "N[C@@H](Cc1c[nH]cn1)C(=O)O",
  "fmax_ev_per_a": 5.5,
  "symbols": ["N", "C", "C", "C", "C", "N", "C", "N", "C", "O", "O", "H", "H", "H", "H", "H", "H", "H", "H", "H"],
  "xyz": [[2.67417, 1.31837, 0.03914], [1.54640, 0.38888, 0.26502], [0.23781, 0.93087, -0.39626], [-1.08591, 0.29647, -0.15741], [-2.38126, 0.78258, -0.22311], [-3.08669, -0.32118, -0.04735], [-2.29733, -1.36585, 0.24354], [-1.05378, -1.02543, 0.23709], [2.02814, -1.01412, -0.08220], [3.18239, -1.35123, 0.00223], [1.14683, -1.86422, -0.56212], [2.87141, 1.79307, 0.90786], [3.53129, 0.62131, -0.18642], [1.35240, 0.34675, 1.38406], [0.55541, 0.93626, -1.53702], [0.11212, 2.01731, 0.06766], [-2.77854, 1.76427, -0.43942], [-4.15288, -0.34516, -0.12730], [-2.68295, -2.28978, 0.73128], [0.28098, -1.61917, -0.11928]]
}

---

{
  "formula": "C6H9N3O2",
  "method": "wB97M-V/def2-TZVPD",
  "e_above_lowest_kcal_mol": 81.8,
  "multiplicity": 3,
  "mol_weight_g_mol": 155.16,
  "e_tot_ev": -14925.72114,
  "fmax_ev_per_a": 5.6,
  "symbols": ["C", "C", "C", "C", "C", "C", "N", "N", "N", "O", "O", "H", "H", "H", "H", "H", "H", "H", "H", "H"],
  "xyz": [[-0.92439, -1.01629, -0.85670], [0.18232, -1.64621, -0.34049], [-1.54566, 0.23879, -0.63913], [1.34652, -1.17685, 0.28881], [-1.86380, 0.66179, 0.62508], [1.97705, 0.01494, 0.09637], [-2.48709, 1.93471, 0.95888], [3.07169, 0.39454, 0.82280], [1.64719, 1.10129, -0.78096], [0.73968, 1.05871, -1.55023], [2.35201, 2.14418, -0.68231], [-1.45078, -1.57904, -1.53266], [0.35648, -2.60305, -0.57430], [-1.86080, 0.62439, -1.49368], [1.76852, -1.90006, 0.96892], [-1.57973, 0.06812, 1.48316], [-3.03355, 2.39158, 0.27327], [-2.97612, 1.80384, 1.79911], [3.29438, 1.34446, 0.83442], [3.58777, -0.18920, 1.36694]]
}

---

{
  "formula": "C6H9N4",
  "method": "wB97M-V/def2-TZVPD",
  "e_above_lowest_kcal_mol": 103.9,
  "charge": 1,
  "mol_weight_g_mol": 137.17,
  "e_tot_ev": -12318.12941,
  "fmax_ev_per_a": 4.4,
  "symbols": ["C", "C", "C", "C", "C", "C", "N", "N", "N", "N", "H", "H", "H", "H", "H", "H", "H", "H", "H"],
  "xyz": [[1.84276, -1.11318, -0.25233], [0.15172, 0.29026, 0.19740], [-0.32700, -1.03312, -0.02836], [-2.71442, -0.44635, 0.21484], [-2.07118, 1.83075, -0.18966], [2.55733, 1.19039, 0.12673], [-2.62648, 0.71375, -0.33091], [0.78171, -1.84719, -0.33371], [1.56430, 0.13902, 0.07837], [-1.71939, -1.32185, 0.28541], [2.74499, -1.55764, -0.54377], [-3.63096, -0.89616, 0.47606], [-1.80491, 2.18813, 0.73813], [-1.95141, 2.44253, -0.99626], [3.53592, 0.81597, -0.19328], [2.36570, 1.95904, -0.51505], [2.52685, 1.66389, 1.23400], [0.63556, -2.78569, -0.67230], [-1.86110, -2.23255, 0.70465]]
}